{
  "formula": "C2H6N2S2",
  "method": "ωB97M-V with the def2-TZVPD basis set",
  "species": ["C", "N", "S", "C", "N", "S", "H", "H", "H", "H", "H", "H"],
  "coordinates": [[0.0634, -1.1239, 1.2677], [-0.1048, -0.3969, 0.0024], [-0.6486, -1.1656, -1.3643], [0.3022, 0.9122, -0.1578], [0.3162, 1.4025, -1.4125], [0.9191, 1.9744, 1.0089], [0.1819, -2.2445, 1.0596], [-0.8968, -0.9291, 1.9862], [0.8107, -0.3960, 1.8510], [-2.0496, -1.2276, -0.6989], [0.6982, 2.4249, -1.2844], [0.4081, 0.7696, -2.2579]],
  "atomic_forces_ev_per_a": [[-1.1952, 2.0836, 2.2640], [1.2840, 1.1925, 0.4355], [-3.8502, -1.3353, 1.5755], [0.8019, -0.1819, 0.3811], [0.7992, 1.7876, -0.7935], [-0.5836, -0.8597, 0.4028], [0.3746, 1.9051, 0.5985], [1.7653, -0.8276, -1.9131], [-0.7832, -2.4686, -1.0979], [2.3987, -0.1723, -2.0544], [-0.8162, -2.7536, -1.2919], [-0.1952, 1.6302, 1.4934]],
  "charge": 0,
  "smiles": "CN(S)C(N)=S",
  "e_homo_ev": -8.25,
  "multiplicity": 1
}



{
  "formula": "C24H46IN2O19S",
  "method": "ωB97M-V with the def2-TZVPD basis set",
  "species": ["N", "C", "O", "C", "C", "N", "S", "C", "I", "C", "C", "C", "C", "O", "C", "O", "O", "H", "H", "H", "H", "H", "H", "H", "H", "H", "H", "H", "H", "H", "H", "H", "H", "C", "O", "C", "O", "O", "C", "H", "H", "H", "H", "H", "H", "C", "O", "C", "O", "O", "C", "H", "H", "H", "H", "H", "H", "C", "O", "C", "O", "O", "C", "H", "H", "H", "H", "H", "H", "C", "O", "C", "O", "O", "C", "H", "H", "H", "H", "H", "H", "C", "O", "C", "O", "O", "C", "H", "H", "H", "H", "H", "H"],
  "coordinates": [[2.8197, 2.5985, -1.5862], [3.7155, 1.5836, -1.9622], [4.6409, 1.2887, -1.2332], [3.4317, 0.8905, -3.3060], [3.1108, -0.5738, -2.9303], [1.8954, -0.6252, -2.0688], [2.2398, -1.7315, -0.7574], [0.7258, -1.2036, -2.7719], [0.9524, -3.4195, -2.7913], [-0.5289, -0.9138, -1.8586], [-1.6036, -0.0378, -2.5345], [-2.6358, 0.4241, -1.4484], [-3.4452, 1.5893, -2.0450], [-4.2907, 1.1377, -3.1087], [0.5459, -0.6305, -4.2062], [0.7120, 0.5911, -4.4116], [0.1988, -1.4515, -5.0866], [2.7934, 2.6828, -0.5725], [1.8728, 2.3263, -1.8555], [2.5614, 1.3979, -3.7363], [4.3062, 0.9824, -3.9596], [3.9562, -0.9102, -2.3159], [3.0935, -1.2429, -3.8038], [2.5670, -0.9384, 0.3141], [-0.9422, -1.8463, -1.4542], [-0.1648, -0.3425, -0.9890], [-1.1419, 0.8893, -2.9015], [-2.1246, -0.5723, -3.3386], [-3.2644, -0.3989, -1.0916], [-2.0222, 0.8657, -0.6425], [-2.7801, 2.3726, -2.4430], [-4.0540, 2.0594, -1.2503], [-3.9824, 1.5436, -3.9217], [-1.7181, 4.1115, -0.7650], [-1.4674, 3.9359, 0.6307], [-0.7209, 2.8651, 0.9147], [-0.2743, 2.0881, 0.1136], [-0.5575, 2.8077, 2.2377], [0.2257, 1.6907, 2.6704], [-2.3286, 5.0053, -0.8675], [-0.7854, 4.2544, -1.3090], [-2.2648, 3.2597, -1.1683], [1.2300, 1.7384, 2.2528], [-0.2579, 0.7549, 2.3923], [0.2951, 1.7443, 3.7540], [-4.9552, 0.8278, 3.6096], [-5.0635, -0.5393, 4.0070], [-4.6962, -1.4084, 3.0599], [-4.3049, -1.1267, 1.9608], [-4.8386, -2.6417, 3.5491], [-4.4731, -3.6744, 2.6304], [-5.2782, 1.4304, 4.4550], [-3.9229, 1.0785, 3.3687], [-5.6027, 1.0337, 2.7583], [-3.4231, -3.5905, 2.3551], [-5.1022, -3.6396, 1.7421], [-4.6276, -4.6254, 3.1342], [-2.7172, -9.4817, 3.2919], [-2.7572, -8.1748, 3.8650], [-2.8020, -8.1607, 5.1975], [-2.8122, -9.1258, 5.9158], [-2.8339, -6.8878, 5.5945], [-2.8838, -6.7147, 7.0101], [-2.6828, -9.3532, 2.2133], [-1.8247, -10.0158, 3.6144], [-3.6121, -10.0444, 3.5546], [-1.9981, -7.1388, 7.4811], [-3.7861, -7.1651, 7.4215], [-2.9057, -5.6442, 7.1969], [5.6504, 0.8491, 1.1697], [6.0290, 0.8060, 2.5616], [4.9979, 1.0153, 3.3655], [3.8623, 1.1932, 3.0046], [5.4238, 0.9841, 4.6361], [4.3937, 1.1916, 5.5980], [6.5326, 0.6536, 0.5687], [4.9060, 0.0856, 0.9609], [5.2673, 1.8301, 0.9200], [3.6371, 0.4107, 5.5276], [3.9378, 2.1730, 5.4699], [4.8607, 1.1439, 6.5790], [3.5049, 6.7757, -6.5946], [2.2084, 6.2981, -6.2516], [2.1541, 4.9709, -6.0473], [3.0862, 4.2163, -6.1352], [0.9051, 4.6540, -5.7362], [0.6847, 3.2503, -5.4831], [3.4210, 7.8515, -6.7331], [4.2147, 6.5757, -5.7925], [3.8492, 6.3242, -7.5246], [1.2778, 2.9101, -4.6407], [0.9126, 2.6601, -6.3669], [-0.3664, 3.1270, -5.2410]],
  "atomic_forces_ev_per_a": [[-0.5400, -1.0840, 0.0824], [-0.1959, 0.3880, -0.1335], [0.2006, -0.0256, -0.3774], [-0.4448, 0.5068, 0.9965], [0.9010, 0.6186, -0.1275], [0.5940, -1.2162, -0.4641], [0.1641, 0.4003, 1.4986], [-0.3793, 0.8680, 1.6445], [-0.3942, -0.4612, -1.2449], [0.2019, 0.3471, -0.3459], [-0.5554, -0.1908, 1.2604], [1.0012, 0.8396, -1.1997], [-0.2977, -0.5991, 0.2045], [-0.1497, 0.1989, 0.2030], [-0.4559, -1.0528, -2.4153], [0.1672, 0.3323, 1.2149], [0.1384, 0.1729, 0.9746], [0.3894, 0.1797, -0.1099], [0.1281, 0.2601, -0.3561], [0.3327, -0.4980, -0.2684], [-0.1335, -0.1331, 0.1672], [-0.2219, 0.0333, -0.2432], [-0.4741, 0.2353, 0.1566], [-0.1526, 0.4743, -0.7604], [-0.0689, 0.2752, -0.2860], [0.0117, -0.2173, -0.3139], [0.0152, -0.4591, -0.2207], [0.2915, 0.2279, 0.0135], [0.0060, 0.3036, 0.0447], [-0.4978, -0.4678, 0.0066], [-0.1236, -0.5551, 0.0096], [-0.0920, -0.1266, -0.3554], [-0.0033, -0.1336, -0.0248], [-0.1029, 0.0841, -0.2462], [0.0671, -0.0473, 0.1672], [-0.0939, 0.2363, 0.1587], [0.1947, 0.0648, -0.0234], [-0.0806, 0.0216, -0.0568], [0.2237, -0.2587, 0.1506], [0.0113, 0.0223, 0.1816], [0.0284, -0.1009, -0.0078], [0.3996, 0.3949, 0.3484], [-0.0403, -0.0804, -0.0584], [0.0618, 0.0219, -0.1234], [-0.1124, 0.1931, -0.0260], [-0.0023, 0.2884, 0.0160], [-0.0210, -0.0524, 0.0455], [-0.0155, -0.0622, 0.1074], [0.0037, 0.0467, -0.0493], [-0.0400, 0.0229, 0.0685], [0.0746, -0.3264, -0.1327], [-0.0201, -0.1676, 0.0759], [-0.0393, -0.0373, -0.1208], [0.1118, -0.0428, -0.0662], [-0.0564, 0.0925, -0.0956], [0.0978, 0.1107, -0.0360], [-0.0506, 0.1333, 0.1783], [0.0132, -0.2026, -0.2182], [-0.0193, 0.0367, 0.0373], [0.0161, 0.1140, -0.1134], [-0.0055, -0.0139, 0.0185], [-0.0140, 0.0000, -0.0387], [-0.0074, 0.1562, 0.2482], [0.0003, 0.1831, 0.0510], [-0.0755, -0.0215, 0.0978], [0.0704, -0.0200, 0.1063], [-0.0742, -0.1095, -0.0102], [0.0777, -0.1069, -0.0038], [0.0046, 0.0047, -0.1890], [0.1068, -0.0405, -0.1867], [0.0381, -0.0142, 0.1714], [0.2480, -0.1551, -0.2915], [-0.2325, 0.1034, 0.3716], [-0.0146, 0.0255, 0.0022], [-0.0959, 0.0197, 0.2182], [0.1288, -0.0149, 0.2429], [-0.0592, 0.1160, -0.0013], [-0.0977, -0.0525, 0.0475], [-0.0511, 0.0862, -0.0823], [-0.0789, -0.0698, -0.0765], [0.1443, -0.0279, -0.0978], [0.1453, 0.1556, -0.0436], [0.0029, 0.0861, -0.0203], [-0.2637, -0.1524, 0.1123], [0.0803, 0.0873, -0.0522], [0.0035, 0.1373, -0.0481], [-0.0581, -0.2576, 0.0596], [-0.1681, -0.0306, 0.0398], [0.0214, -0.1124, -0.0743], [0.0571, -0.0877, 0.0855], [0.0635, 0.0119, -0.1127], [0.1264, -0.0161, 0.0816], [0.0050, 0.1832, -0.0167]],
  "charge": -1,
  "e_homo_ev": -4.90,
  "multiplicity": 1
}



{
  "formula": "C3H6N2O",
  "method": "ωB97M-V with the def2-TZVPD basis set",
  "species": ["H", "N", "C", "N", "C", "C", "O", "H", "H", "H", "H", "H"],
  "coordinates": [[3.5283, -0.9904, -0.2736], [2.5651, -1.2047, -0.5311], [1.7907, -0.3376, -0.0313], [0.4050, -0.4399, -0.2647], [-0.3289, 0.4341, 0.2574], [-1.6010, 1.0327, 0.5201], [-0.2872, 1.5277, 1.0264], [2.1207, 0.5117, 0.5852], [-2.2492, 0.6276, 1.2930], [-2.0636, 1.6831, -0.2180], [-2.2868, -1.5133, -1.3924], [-1.5503, -1.4741, -1.2792]],
  "atomic_forces_ev_per_a": [[-0.0714, -0.0277, -0.0229], [-0.0849, 0.3081, 0.1950], [0.1563, -0.1126, -0.0542], [-0.1745, 0.2743, 0.1682], [0.0935, -0.2139, -0.1405], [-0.2517, -0.0576, -0.0722], [0.1935, 0.0441, 0.0549], [0.0037, -0.1300, -0.0882], [0.1222, 0.0528, -0.1013], [0.0947, -0.0925, 0.1031], [0.0286, -0.0158, -0.0115], [-0.1102, -0.0293, -0.0304]],
  "charge": 0,
  "smiles": "[H]/N=C/N=C1/CO1.[H][H]",
  "e_homo_ev": -10.12,
  "multiplicity": 1
}